DFT (wB97M-V/def2-TZVPD) results for 2 unconnected molecules or ions with the total composition C2H2FN.

Last column: Löwdin charge in e.
Element x y z (Å)
1 C -0.1679 0.4158 0.3495  -0.10
2 C 0.3385 -0.6580 -0.6045  -0.42
3 N 0.4490 -0.9849 0.5750  0.15
4 F 0.4381 -1.0315 -1.8323  0.17
5 H 0.4463 1.1732 0.7049  0.00
6 H -1.5039 1.0854 0.8073  0.19

## Properties
E_HOMO: -10.405 eV
Orbital gap: 0.41006 Eh
ΔE to the lowest compared entry with this formula, charge and spin: 3.888 eV
E_tot: -231.8554 Eh
LUMO energy: 0.75 eV

***

DFT (wB97M-V/def2-TZVPD) results for a molecular structure, C7H10BrNO3.

Last column: Löwdin charge in e.
Element x y z (Å)
1 C 1.4816 -0.3151 -1.0478  -0.69
2 C 3.1089 -1.2950 1.1833  -0.47
3 C -2.2023 1.1191 1.1633  -0.12
4 C -1.8355 1.5940 -0.2449  -0.21
5 C -1.1591 0.0315 0.9863  -0.16
6 C 0.7306 -1.5687 -1.1916  -0.04
7 C 0.8035 0.9210 -1.0784  -0.53
8 N -0.9874 0.4375 -0.4366  -0.06
9 O 3.9889 -1.9050 0.7863  0.23
10 O 2.7114 -0.3865 -1.1654  -0.02
11 O 2.2307 -0.7771 1.7138  0.18
12 Br 1.3599 2.4339 -0.2520  0.80
13 H -1.8890 1.8192 1.9124  0.11
14 H -3.2293 0.6803 1.1004  0.13
15 H -2.6188 1.7287 -0.9226  0.10
16 H -1.3035 2.6156 -0.3687  0.10
17 H -0.2692 -0.1500 1.6048  0.11
18 H -1.5894 -1.0281 1.1714  0.14
19 H 0.4002 -2.0933 -0.1470  0.15
20 H -0.0218 -1.5063 -1.9523  0.07
21 H 1.5009 -2.1545 -1.6497  0.08
22 H -1.2112 -0.2014 -1.1650  0.11

## Properties
E_HOMO: -7.739 eV
Orbital gap: 0.29973 Eh
ΔE to the lowest compared entry with this formula, charge and spin: 1.043 eV
E_tot: -3127.0774 Eh
LUMO energy: 0.42 eV

***

DFT (wB97M-V/def2-TZVPD) results for 3 unconnected molecules or ions with the total composition C4H15N2O2.

Last column: Löwdin charge in e.
Element x y z (Å)
1 N -3.6863 -0.8799 -1.9196  0.03
2 C 1.2273 -1.0668 0.0742  0.18
3 C 1.8116 0.1556 -0.5121  -0.17
4 C 3.0421 0.4764 0.2677  -0.20
5 O 3.3279 1.9661 0.0927  -0.07
6 C -0.2656 -1.2953 0.0998  -0.14
7 N -0.9210 -0.6253 1.3612  0.10
8 H -3.7877 -0.2741 -1.1244  -0.03
9 H -3.5484 -0.5375 -2.8131  -0.03
10 H -4.4210 -1.6319 -1.8799  0.05
11 H 1.8363 -2.0429 0.0621  0.19
12 H 1.0176 0.9141 -0.2544  0.16
13 H 1.9694 0.0736 -1.6147  0.19
14 H 3.9038 -0.0685 -0.2038  0.15
15 H 2.7368 0.4097 1.4418  0.18
16 H 4.1674 2.0972 0.5527  0.09
17 H -0.8978 -0.9000 -0.6839  0.12
18 H -0.3795 -2.3057 0.2131  0.09
19 H -0.0161 -0.2686 1.7218  0.09
20 H -1.2231 -1.3316 1.9434  0.07
21 H -2.2991 0.5797 0.6296  -0.01
22 H -3.3303 1.5594 1.3632  0.05
23 O -3.1241 1.1144 0.5295  -0.08

## Properties
E_HOMO: -12.160 eV
Orbital gap: 0.15196 Eh
ΔE to the lowest compared entry with this formula, charge and spin: 6.416 eV
E_tot: -420.9577 Eh
LUMO energy: -8.02 eV
Total charge: +1

***

DFT (wB97M-V/def2-TZVPD) results for 2 unconnected molecules or ions with the total composition C3H11N2.

Last column: Löwdin charge in e.
Element x y z (Å)
1 C 1.3754 1.4849 -1.9321  0.22
2 N 1.3225 0.8592 -0.7864  0.24
3 H 1.9476 2.3418 -2.2645  0.17
4 H 0.3958 1.4140 -2.4185  0.16
5 H -0.0576 -0.2934 -0.3183  0.15
6 H 2.2211 1.0843 -0.2813  0.20
7 C -0.7910 0.4494 1.5952  0.07
8 N -0.8912 -0.5247 0.3974  -0.04
9 C -0.8006 -2.0459 0.5330  0.02
10 H -1.7128 0.9347 1.7163  0.09
11 H 0.1363 0.9377 1.4059  0.06
12 H -0.7071 -0.2907 2.4888  0.16
13 H -1.6967 -0.4737 -0.1513  0.13
14 H -0.6098 -2.3953 -0.5228  0.13
15 H 0.0928 -2.3056 0.9762  0.07
16 H -1.7315 -2.6262 0.9155  0.17

## Properties
E_HOMO (spin up / spin down): -21.765 / -21.731 eV
Orbital gap (spin up / spin down): 0.41130 / 0.23117 Eh
Expectation value of S²: 0.76
ΔE to the lowest compared entry with this formula, charge and spin: 4.601 eV
E_tot: -229.5308 Eh
Spin multiplicity: 2
LUMO energy (spin up / spin down): -10.57 / -15.44 eV
Total charge: +2

***

DFT (wB97M-V/def2-TZVPD) results for 6 unconnected molecules or ions with the total composition C30H75BF4N5O10.

Last column: Löwdin charge in e.
Element x y z (Å)
1 B -0.1015 -0.8708 -0.4519  -1.32
2 F -0.9135 -0.2318 -1.3569  0.14
3 F -0.0175 -2.2408 -0.6499  0.11
4 F 1.1175 -0.3718 -0.4179  0.21
5 F -0.7275 -0.6988 0.9071  -0.01
6 C -3.4535 -5.3888 9.2881  -0.27
7 O -2.3345 -5.0438 8.8761  -0.17
8 C -2.3405 -4.3408 7.6121  -0.18
9 C -0.9155 -3.9638 7.1601  -0.23
10 N -1.0175 -3.3658 5.8621  -0.07
11 C 0.3445 -3.0328 5.3571  -0.13
12 C 0.2285 -2.9728 3.7321  -0.17
13 O 1.4555 -2.4958 3.2041  -0.16
14 C 1.3225 -2.3108 1.8131  -0.11
15 H -3.9585 -4.3908 9.5941  0.12
16 H -3.2425 -5.7838 10.2151  0.08
17 H -4.0895 -5.9458 8.7431  0.06
18 H -3.0585 -3.3668 7.8421  0.18
19 H -2.6535 -5.0228 6.7621  0.09
20 H -0.5705 -4.9548 7.1771  0.10
21 H -0.4775 -3.2348 7.9731  0.15
22 H -1.4695 -2.5578 5.8521  0.04
23 H 1.2125 -3.7418 5.7071  0.15
24 H 0.6085 -2.0298 5.5721  0.09
25 H -0.4945 -2.0398 3.7031  0.15
26 H -0.0465 -3.7138 3.2181  0.03
27 H 1.1065 -1.3848 1.4101  0.04
28 H 0.9875 -3.1268 1.2881  0.04
29 H 2.3095 -2.4828 1.3481  0.11
30 C -3.3025 2.3852 -2.0639  -0.28
31 O -3.0635 3.1172 -3.0339  -0.14
32 C -1.7505 2.8822 -3.6779  -0.15
33 C -1.5305 4.0722 -4.5149  -0.22
34 N -0.0995 4.1322 -4.8239  -0.07
35 C 0.2165 5.3742 -5.3819  -0.25
36 C 1.6645 5.5352 -5.7329  -0.26
37 O 1.9755 6.7322 -6.3199  -0.14
38 C 3.3385 6.8532 -6.6459  -0.06
39 H -4.3485 2.4432 -1.7939  0.09
40 H -2.9115 2.6892 -0.9849  0.14
41 H -3.1555 1.4372 -2.2739  0.04
42 H -1.6585 1.8632 -4.0419  0.12
43 H -0.8745 2.7142 -2.8479  0.16
44 H -1.6975 4.9932 -3.9049  0.13
45 H -2.1175 4.2482 -5.4609  0.14
46 H 0.0265 3.2552 -5.2849  0.12
47 H 0.0705 6.2602 -4.6319  0.16
48 H -0.4705 5.6702 -6.0439  0.07
49 H 1.8505 4.6952 -6.3469  0.12
50 H 2.2575 5.4512 -4.7769  0.13
51 H 3.7215 6.0872 -7.1599  0.06
52 H 3.7735 6.8182 -5.6909  0.07
53 H 3.5725 7.7262 -6.9879  0.04
54 C -3.6185 -5.4258 4.1681  -0.23
55 O -4.0395 -4.3778 3.6071  -0.13
56 C -3.0925 -3.2988 3.3981  -0.18
57 C -3.7395 -2.2218 2.6921  -0.23
58 N -2.9595 -1.0058 2.8471  -0.05
59 C -3.6915 0.1152 2.1901  -0.16
60 C -2.8485 1.3542 2.4931  -0.24
61 O -3.3915 2.5252 1.9561  -0.25
62 C -2.9015 3.7782 2.3511  -0.13
63 H -2.7695 -5.8468 3.7221  0.08
64 H -4.1585 -6.1668 3.9261  0.02
65 H -3.4725 -5.3188 5.3691  0.12
66 H -2.2425 -3.7868 2.8161  0.13
67 H -2.6295 -2.9228 4.4111  0.13
68 H -4.7755 -2.1398 2.9811  0.12
69 H -3.7325 -2.3938 1.5611  0.12
70 H -2.2025 -1.2888 2.3401  0.03
71 H -4.7395 0.2082 2.8011  0.18
72 H -3.6905 -0.0588 1.1921  0.07
73 H -1.7125 1.1752 2.0691  0.17
74 H -2.9215 1.6932 3.6131  0.14
75 H -3.2475 3.9652 3.3691  0.08
76 H -3.3335 4.6752 1.7601  0.11
77 H -1.9365 3.8382 1.9551  0.06
78 C 10.3565 6.8292 -3.6339  -0.31
79 O 9.2705 6.6922 -4.1669  -0.19
80 C 8.1625 6.5702 -3.2439  -0.11
81 C 7.1675 5.6252 -4.0989  -0.17
82 N 6.2585 4.8312 -3.2539  -0.12
83 C 5.1235 4.2282 -3.9679  -0.17
84 C 4.0085 3.5222 -3.0299  -0.24
85 O 2.9285 3.1382 -3.7609  -0.16
86 C 2.0945 2.3082 -2.8789  -0.04
87 H 10.5045 5.7672 -3.1319  0.13
88 H 10.4215 7.6872 -2.7429  0.13
89 H 11.0705 7.1202 -4.3899  0.08
90 H 7.9015 7.6262 -3.0399  0.13
91 H 8.2405 6.0922 -2.3559  0.07
92 H 7.6715 4.9592 -4.7239  0.09
93 H 6.6785 6.2922 -4.7619  0.10
94 H 6.8765 4.0462 -2.7639  0.16
95 H 5.5105 3.6702 -4.8109  0.11
96 H 4.6965 5.1622 -4.2819  0.08
97 H 3.8115 4.1722 -2.2239  0.11
98 H 4.4795 2.6012 -2.7579  0.11
99 H 1.5065 3.0012 -2.2589  0.11
100 H 2.3655 1.5132 -2.3719  0.05
101 H 1.4305 1.8752 -3.4259  0.02
102 C -5.6245 -1.8088 -1.4619  -0.33
103 O -5.1295 -2.7948 -0.9449  -0.16
104 C -3.7135 -2.9638 -1.2879  -0.12
105 C -3.1315 -4.2028 -0.4879  -0.19
106 N -1.8055 -4.6448 -0.8399  -0.10
107 C -1.2585 -5.6188 -0.0299  -0.25
108 C 0.2815 -5.7758 -0.2699  -0.25
109 O 0.6155 -6.8918 0.4491  -0.17
110 C 1.9445 -7.2588 0.1651  -0.12
111 H -5.5245 -1.6728 -2.6509  0.14
112 H -5.3125 -0.9988 -0.8539  0.06
113 H -6.7275 -1.5328 -1.2079  0.11
114 H -3.1675 -1.9938 -1.0849  0.14
115 H -3.6515 -3.2018 -2.3109  0.10
116 H -3.8905 -5.0198 -0.5489  0.14
117 H -3.0805 -3.6598 0.3671  0.04
118 H -1.1115 -3.6858 -1.0759  0.21
119 H -1.6285 -6.6928 -0.2369  0.14
120 H -1.4435 -5.3858 1.0251  0.11
121 H 0.7015 -4.7778 -0.1449  0.10
122 H 0.6365 -6.0048 -1.2719  0.12
123 H 2.0415 -7.6278 -0.8159  0.06
124 H 2.3555 -8.0848 0.7731  0.09
125 H 2.6435 -6.4388 0.3201  0.09

## Properties
E_HOMO: -5.763 eV
Orbital gap: 0.28701 Eh
ΔE to the lowest compared entry with this formula, charge and spin: 0.980 eV
E_tot: -2637.9453 Eh
LUMO energy: 2.05 eV
Total charge: -1